C33H50Cl2HfP2 as an isolated structure in a non-equilibrium geometry. Source: the OMol25 dataset; level of theory: wB97M-V/def2-TZVPD.

XYZ file:
```
88
Properties=species:S:1:pos:R:3:forces:R:3
Hf -0.1276 -0.6751 1.6757 -0.9170 2.6813 -2.1275
Cl 2.1836 -0.5085 1.1943 1.0259 0.1253 0.1878
Cl -1.7588 -2.3524 1.4979 -0.5408 -0.7542 0.0669
P 0.5501 -0.6862 4.3225 -0.6294 0.9055 0.5837
P 0.0334 -0.5708 -1.2138 -0.2805 -0.5977 -2.0012
C -0.0194 4.6194 0.4968 0.1845 -0.1017 0.2647
C 0.7936 1.1482 4.3246 0.4122 -0.0567 0.1662
C -3.0189 2.1261 -3.7321 0.0568 -0.1364 -0.0389
C 1.6095 -0.0330 -2.2339 -0.2386 -0.3417 1.0020
C 0.8803 -1.0608 6.0864 0.5491 -0.0149 0.3811
C 0.3933 -0.5955 8.4284 0.0915 -0.0047 -0.3506
C 1.9296 -1.9117 6.4842 -0.5185 0.2092 -0.2502
C -1.0008 2.6202 1.5304 0.5749 0.5893 0.1483
C -1.2076 1.1580 1.5468 0.5439 -1.4365 0.3091
C -1.6148 3.4714 2.4942 0.3571 -0.3388 -0.5534
C 3.2021 -0.2015 -4.2356 -0.0264 0.0086 0.2061
C -1.2947 -0.7815 4.3330 -0.3198 -0.4668 0.0139
C -1.5900 -4.2184 -2.6467 -0.0577 0.2413 0.0278
C -1.4459 -2.9908 -1.7258 -0.1164 -0.2152 0.0638
C -1.4211 0.2072 -2.1560 0.5482 -0.2105 0.6438
C 1.8527 -0.6372 -3.6350 -0.3795 -0.0411 -0.2020
C -1.3951 4.8397 2.4802 0.3740 0.4712 -0.6657
C -1.2909 0.2399 -3.6797 -0.1055 0.0109 -0.0240
C -3.0629 2.1084 -2.2034 0.2040 -0.0632 -0.1208
C 0.9375 -4.4266 -2.6472 0.0904 0.1330 0.1933
C 2.1775 -2.1208 7.8401 -0.2575 0.0168 0.0480
C -0.6320 5.4332 1.4552 0.1008 -0.3671 0.0776
C 3.1407 1.8973 -2.8388 -0.0833 -0.1404 0.0066
C 3.3987 1.3169 -4.2307 -0.1553 -0.0849 0.0657
C -0.1380 3.2335 0.5816 -0.4742 -0.3158 0.5503
C -2.6035 0.7551 -4.2904 0.0399 0.0069 0.0429
C -0.3953 -5.1590 -2.4994 -0.0258 0.0413 0.3337
C -1.7334 1.5978 -1.6360 -0.4897 0.4136 0.1389
C 1.7659 1.4860 -2.2779 0.2080 0.2894 -0.0867
C -0.1340 -2.2592 -2.0124 0.0318 0.1617 -0.0684
C 0.1351 -0.3869 7.0652 -0.2045 -0.2585 0.2826
C 1.0298 -3.2055 -1.7036 0.0770 -0.1103 -0.3045
C 1.4171 -1.4627 8.8164 0.2038 0.1062 -0.3843
H 1.6633 -1.5890 9.8726 -0.1963 -0.0801 -0.3250
H -3.3937 0.0228 -4.0627 0.0983 0.1161 -0.1563
H 0.5965 5.0465 -0.3035 -0.2108 -0.0486 0.3979
H 3.2040 2.9905 -2.8745 0.0771 -0.1241 0.1004
H 1.0521 -0.3161 -4.3167 0.3228 -0.0645 0.1523
H -1.7133 -0.0475 5.0281 -0.0687 -0.0867 -0.2819
H 2.0021 -2.7093 -1.8371 -0.2276 -0.1502 0.1053
H -0.1136 -2.0245 -3.0933 0.0290 -0.2991 0.4682
H -2.5245 -4.7397 -2.4094 0.1383 -0.0101 -0.0298
H 2.5247 -2.4056 5.7094 -0.1758 0.0891 0.3889
H 1.7753 -5.1032 -2.4486 -0.1089 -0.0145 -0.0549
H -0.4569 -5.9906 -3.2108 -0.0174 0.0889 0.1379
H 0.4204 2.5694 -0.0849 -0.3950 0.4214 0.2169
H 3.9160 1.5264 -2.1522 -0.0873 0.1607 -0.0670
H -1.7683 -0.6318 3.3325 0.1353 0.0770 1.1407
H 0.9772 -3.5196 -0.6467 -0.0048 -0.0053 -0.2747
H -2.3130 -2.3268 -1.8218 0.1180 -0.2356 -0.1447
H -1.5305 -1.8040 4.6645 -0.1240 0.2916 -0.0657
H 4.0134 -0.6693 -3.6582 -0.0882 0.0495 -0.1310
H 2.3730 -0.4365 -1.5475 0.1004 0.2170 -0.2618
H 1.6577 1.9164 -1.2763 0.0608 -0.1614 -0.1812
H -3.2688 3.1098 -1.8053 -0.0510 -0.1713 -0.0715
H -0.4652 0.9225 -3.9375 -0.3585 -0.1529 -0.0387
H -0.2037 -0.0797 9.1843 0.2039 -0.1394 -0.2850
H -1.6709 -3.9036 -3.6949 -0.0012 0.1329 0.0708
H -0.4514 6.5082 1.4324 -0.2181 -0.2491 0.0448
H 0.1620 1.5968 5.0956 0.0438 0.0192 -0.0827
H 1.8458 1.3183 4.5817 -0.1324 0.1068 -0.0801
H 4.4120 1.5634 -4.5698 -0.1352 -0.0193 0.0691
H -1.4448 -3.3050 -0.6730 0.0086 -0.1232 -0.4800
H -1.0416 -0.7484 -4.1046 -0.2226 0.4435 0.1273
H -1.8082 1.5821 -0.5468 0.1263 -0.0609 -0.2862
H -2.4846 0.8078 -5.3789 -0.1711 -0.0371 0.1038
H 1.8117 -1.7367 -3.6268 0.1070 0.4121 0.0382
H -0.9260 2.3007 -1.8888 -0.2038 -0.1531 -0.0397
H 0.5695 1.6247 3.3603 0.0892 -0.2508 0.3169
H -2.2783 2.8727 -4.0490 -0.0954 -0.0226 -0.0117
H -0.4422 -5.5700 -1.4861 0.0504 -0.2161 -0.0185
H 0.9757 1.9356 -2.9008 0.2151 -0.1263 0.1377
H 2.7106 1.7760 -4.9520 -0.0132 -0.0326 0.0630
H -0.6897 0.2761 6.7664 0.5074 -0.2970 0.2674
H -2.2580 -0.4538 -1.8727 0.1256 0.2811 -0.1049
H 2.9409 -2.8362 8.1325 0.0042 0.2314 0.0118
H 1.0337 -4.0979 -3.6925 0.0979 0.1064 0.1614
H -2.3082 0.9678 1.4612 0.5071 -0.2220 0.3012
H -1.8059 5.4848 3.2510 -0.0875 -0.1594 -0.0410
H -2.2318 3.0285 3.2728 0.0527 0.0132 -0.1301
H 3.2597 -0.5759 -5.2657 0.0797 -0.0392 0.2115
H -3.9879 2.4256 -4.1525 0.1852 -0.0376 0.0479
H -3.8619 1.4333 -1.8589 0.0574 0.1775 -0.0639
```
Positions in Å, forces in eV/Å.

Kohn-Sham gap (alpha / beta): 0.246 / 0.246 Ha
largest force on an atom: 3.5 eV Å⁻¹
molecular weight: 758.11 u
calculated total energy: -2938.62516 Eh